# 1
{"formula": "C48H56N3O2", "method": "ωB97M-V with the def2-TZVPD basis set", "spin_multiplicity": 1, "total_charge": 1, "elements": ["C", "C", "C", "C", "C", "C", "C", "C", "C", "C", "C", "C", "N", "N", "N", "C", "C", "C", "C", "C", "C", "C", "C", "C", "C", "C", "C", "C", "C", "C", "C", "H", "H", "H", "H", "H", "H", "H", "H", "H", "H", "H", "H", "H", "H", "H", "H", "H", "H", "H", "H", "H", "H", "H", "H", "H", "H", "H", "H", "H", "H", "H", "H", "H", "H", "H", "H", "H", "H", "H", "C", "O", "C", "C", "C", "C", "C", "C", "C", "C", "C", "O", "C", "C", "C", "C", "C", "C", "C", "C", "C", "C", "H", "H", "H", "H", "H", "H", "H", "H", "H", "H", "H", "H", "H", "H", "H", "H", "H"], "coordinates": [[1.70, 3.08, 0.94], [0.96, 3.24, -0.38], [1.73, 4.10, -1.38], [-0.46, 3.76, -0.12], [-0.64, 5.09, 0.28], [-1.91, 5.65, 0.36], [-3.01, 4.90, -0.06], [-2.86, 3.57, -0.46], [-4.08, 2.79, -0.97], [-5.16, 3.64, -1.66], [-4.69, 2.00, 0.18], [-1.59, 2.92, -0.31], [-1.40, 1.55, -0.79], [-1.59, 1.39, -2.12], [-1.22, 0.13, -2.39], [-1.01, -0.36, -3.73], [0.30, -0.54, -4.25], [1.54, -0.03, -3.48], [2.28, 1.04, -4.28], [2.47, -1.17, -3.09], [0.48, -1.15, -5.49], [-0.60, -1.54, -6.27], [-1.88, -1.30, -5.80], [-2.10, -0.69, -4.56], [-3.55, -0.45, -4.09], [-4.25, -1.77, -3.80], [-4.34, 0.39, -5.10], [-0.95, -0.57, -1.22], [-0.74, -2.02, -1.25], [-0.98, 0.31, -0.18], [-0.88, -0.08, 1.31], [1.17, 2.37, 1.59], [2.71, 2.69, 0.77], [1.77, 4.04, 1.46], [0.83, 2.24, -0.82], [1.19, 4.13, -2.34], [1.86, 5.12, -1.01], [2.72, 3.65, -1.56], [0.24, 5.69, 0.54], [-2.04, 6.68, 0.67], [-4.01, 5.36, -0.06], [-3.68, 2.10, -1.73], [-4.73, 4.25, -2.47], [-5.91, 2.98, -2.11], [-5.67, 4.31, -0.96], [-3.94, 1.37, 0.66], [-5.09, 2.69, 0.94], [-5.51, 1.37, -0.17], [1.14, 0.43, -2.56], [1.60, 1.87, -4.54], [3.10, 1.44, -3.68], [2.69, 0.62, -5.21], [1.94, -1.95, -2.52], [2.92, -1.63, -3.98], [3.27, -0.77, -2.45], [1.50, -1.30, -5.84], [-0.44, -2.02, -7.22], [-2.74, -1.58, -6.39], [-3.45, 0.13, -3.16], [-3.68, -2.36, -3.07], [-5.24, -1.57, -3.38], [-4.38, -2.37, -4.71], [-3.84, 1.36, -5.26], [-4.43, -0.12, -6.07], [-5.34, 0.58, -4.71], [-0.79, -2.39, -0.23], [-1.54, -2.51, -1.84], [0.25, -2.25, -1.66], [-1.82, -0.71, 1.47], [-0.51, 0.74, 1.95], [-1.62, -1.15, 8.98], [-2.34, -1.65, 7.82], [-1.78, -1.70, 6.58], [-2.60, -1.90, 5.44], [-2.13, -1.67, 4.17], [-0.77, -1.34, 3.93], [-0.28, -1.28, 2.47], [1.19, -1.40, 2.22], [1.61, -2.30, 1.24], [2.93, -2.32, 0.88], [3.86, -1.53, 1.56], [5.19, -1.46, 1.11], [6.09, -2.42, 1.61], [6.61, -3.35, 0.70], [7.41, -4.38, 1.18], [7.76, -4.43, 2.54], [7.28, -3.45, 3.42], [6.44, -2.44, 2.96], [3.45, -0.79, 2.67], [2.11, -0.67, 2.96], [0.09, -1.48, 5.03], [-0.38, -1.63, 6.33], [-2.39, -1.04, 9.74], [-0.89, -1.89, 9.32], [-1.15, -0.18, 8.79], [-3.65, -2.12, 5.66], [-2.81, -1.93, 3.35], [-0.71, -2.18, 2.03], [0.93, -3.07, 0.83], [3.26, -2.93, 0.04], [6.33, -3.27, -0.36], [7.78, -5.14, 0.48], [8.42, -5.21, 2.89], [7.56, -3.48, 4.47], [6.03, -1.69, 3.64], [4.18, -0.25, 3.25], [1.80, -0.13, 3.86], [1.16, -1.64, 4.90], [0.33, -1.67, 7.17]], "mulliken_charge": [-1.31, 1.79, -1.53, 0.02, -0.32, -1.39, -0.39, 0.03, 2.09, -1.81, -1.32, -0.21, 1.99, -0.85, 1.58, -1.30, 0.24, 1.77, -1.53, -1.47, -0.36, -1.68, -0.27, 0.96, 1.15, -1.23, -1.57, 0.07, -0.71, 0.81, -0.78, 0.22, 0.45, 0.32, -1.14, 0.37, 0.30, 0.40, 0.37, 0.37, 0.24, -0.62, 0.42, 0.39, 0.43, 0.22, 0.33, 0.39, -0.60, 0.35, 0.42, 0.33, 0.20, 0.30, 0.50, 0.38, 0.41, 0.38, -0.43, 0.26, 0.43, 0.30, 0.38, 0.32, 0.44, 0.26, 0.18, -0.35, 0.12, 0.10, -0.78, -0.43, 0.56, -0.85, -0.90, 0.15, 0.18, 0.09, -0.76, -0.53, 0.05, -0.47, 0.43, -0.29, -0.44, -0.50, -0.50, -0.30, -0.56, -0.65, -0.32, -0.74, 0.25, 0.31, 0.35, 0.37, 0.34, 1.04, 0.59, 0.46, 0.42, 0.35, 0.38, 0.36, 0.28, 0.54, 0.88, 0.64, 0.36]}

# 2
{"formula": "C48H58F8O26", "method": "ωB97M-V with the def2-TZVPD basis set", "spin_multiplicity": 1, "elements": ["C", "C", "F", "C", "C", "C", "C", "O", "C", "C", "C", "C", "F", "F", "C", "F", "F", "C", "F", "F", "F", "C", "C", "C", "C", "O", "H", "H", "H", "H", "H", "H", "H", "H", "H", "H", "C", "C", "C", "O", "C", "O", "O", "H", "H", "H", "H", "H", "H", "C", "C", "C", "O", "C", "O", "O", "H", "H", "H", "H", "H", "H", "C", "C", "C", "O", "C", "O", "O", "H", "H", "H", "H", "H", "H", "C", "C", "C", "O", "C", "O", "O", "H", "H", "H", "H", "H", "H", "C", "C", "C", "O", "C", "O", "O", "H", "H", "H", "H", "H", "H", "C", "C", "C", "O", "C", "O", "O", "H", "H", "H", "H", "H", "H", "C", "C", "C", "O", "C", "O", "O", "H", "H", "H", "H", "H", "H", "C", "C", "C", "O", "C", "O", "O", "H", "H", "H", "H", "H", "H"], "coordinates": [[1.66, 2.98, 0.78], [2.86, 2.12, 0.17], [4.08, 2.85, 0.45], [3.03, 0.66, 0.85], [1.58, -0.05, 0.91], [0.85, 0.09, 2.18], [-0.62, -0.56, 2.29], [-1.09, -1.08, 3.33], [-1.47, -0.50, 0.90], [-2.99, -0.24, 0.94], [-3.76, -0.14, -0.40], [-5.35, 0.18, -0.37], [-5.69, 0.45, -1.75], [-6.15, -0.93, 0.01], [-5.68, 1.53, 0.44], [-4.54, 2.38, 0.55], [-6.62, 2.26, -0.38], [-6.42, 1.31, 1.84], [-5.75, 0.44, 2.72], [-7.74, 0.83, 1.71], [-6.42, 2.59, 2.49], [-2.97, -0.34, -1.73], [-1.43, -0.60, -1.80], [-0.68, -0.67, -0.46], [0.92, -0.88, -0.32], [1.59, -1.62, -1.07], [0.63, 2.48, 0.63], [1.76, 3.14, 1.92], [1.56, 4.03, 0.32], [2.65, 1.98, -0.94], [3.51, 0.71, 1.88], [3.69, 0.04, 0.16], [1.30, 0.67, 3.04], [-3.45, -0.12, 1.98], [-3.52, -0.24, -2.72], [-0.85, -0.73, -2.76], [-0.28, -4.90, 1.97], [1.21, -4.69, 1.88], [1.97, -5.28, 3.03], [3.11, -4.43, 3.11], [2.73, -3.22, 2.62], [3.38, -2.22, 2.73], [1.53, -3.30, 1.98], [-0.72, -4.28, 2.76], [-0.75, -4.59, 1.04], [-0.53, -5.95, 2.15], [1.59, -5.06, 0.92], [2.27, -6.31, 2.84], [1.43, -5.24, 3.98], [9.21, -2.43, 1.95], [8.31, -1.31, 2.43], [7.20, -1.77, 3.33], [6.18, -0.81, 3.09], [6.38, -0.35, 1.82], [5.59, 0.32, 1.21], [7.60, -0.73, 1.34], [8.69, -3.07, 1.23], [10.08, -2.02, 1.43], [9.56, -3.05, 2.78], [8.91, -0.53, 2.91], [7.50, -1.77, 4.38], [6.82, -2.77, 3.08], [-5.24, -3.49, 0.14], [-4.55, -4.43, -0.81], [-5.21, -5.78, -0.91], [-4.11, -6.63, -1.23], [-3.00, -6.04, -0.72], [-1.93, -6.56, -0.62], [-3.25, -4.76, -0.34], [-5.09, -3.80, 1.18], [-4.80, -2.49, 0.06], [-6.31, -3.42, -0.07], [-4.44, -3.96, -1.80], [-5.97, -5.81, -1.70], [-5.65, -6.12, 0.03], [1.13, -0.67, -7.36], [0.36, 0.36, -6.56], [1.01, 1.71, -6.55], [0.59, 2.24, -5.30], [0.37, 1.18, -4.48], [0.21, 1.27, -3.29], [0.35, 0.01, -5.17], [2.06, -0.95, -6.85], [0.54, -1.59, -7.46], [1.37, -0.31, -8.36], [-0.67, 0.41, -6.91], [0.67, 2.34, -7.37], [2.10, 1.67, -6.56], [9.85, 0.01, 8.38], [8.52, -0.46, 7.85], [7.62, -1.04, 8.91], [6.84, -1.98, 8.19], [7.60, -2.38, 7.12], [7.34, -3.31, 6.42], [8.69, -1.57, 6.97], [10.49, -0.83, 8.67], [10.39, 0.56, 7.60], [9.73, 0.68, 9.24], [8.02, 0.34, 7.30], [6.98, -0.28, 9.37], [8.17, -1.57, 9.70], [6.79, 0.91, -2.37], [5.41, 0.83, -3.00], [4.77, -0.51, -2.88], [3.94, -0.57, -4.03], [4.51, 0.23, -4.96], [4.19, 0.26, -6.12], [5.49, 1.00, -4.42], [7.52, 0.34, -2.95], [7.14, 1.94, -2.36], [6.78, 0.54, -1.34], [4.77, 1.62, -2.60], [4.17, -0.60, -1.97], [5.48, -1.35, -2.92], [-6.25, 4.66, -3.53], [-4.74, 4.61, -3.48], [-4.17, 4.85, -2.11], [-2.90, 5.43, -2.40], [-3.02, 6.03, -3.61], [-2.21, 6.79, -4.07], [-4.17, 5.67, -4.24], [-6.61, 5.68, -3.40], [-6.61, 4.32, -4.51], [-6.70, 4.02, -2.76], [-4.38, 3.66, -3.89], [-4.06, 3.93, -1.54], [-4.76, 5.57, -1.52], [-12.25, 3.66, -1.41], [-10.74, 3.61, -1.36], [-10.18, 3.86, 0.01], [-8.91, 4.44, -0.28], [-9.02, 5.05, -1.49], [-8.21, 5.80, -1.94], [-10.17, 4.68, -2.12], [-12.62, 4.69, -1.28], [-12.61, 3.33, -2.39], [-12.70, 3.03, -0.65], [-10.38, 2.67, -1.78], [-10.06, 2.94, 0.58], [-10.76, 4.57, 0.60]], "mulliken_charge": [-1.14, 0.93, -0.38, -0.58, 1.20, -0.67, -0.08, -0.62, 0.28, -0.28, 0.26, 0.99, -0.32, -0.28, 0.57, -0.26, -0.35, 0.54, -0.22, -0.22, -0.24, -1.18, -0.46, 0.55, 0.15, -0.67, 0.18, 0.28, 0.37, -0.06, 0.46, -0.42, 0.32, 0.30, 0.38, 0.68, -1.35, 0.57, -0.57, -0.35, 0.33, -0.41, -0.09, 0.34, 0.24, 0.42, 0.19, 0.33, 0.32, -1.51, 0.52, -0.21, -0.30, 0.49, -0.43, -0.28, 0.37, 0.38, 0.37, 0.26, -0.08, 0.31, -0.92, 0.50, -0.50, -0.36, 0.54, -0.52, -0.15, 0.35, -0.20, 0.37, 0.29, 0.33, 0.31, -1.33, 0.47, -0.39, -0.35, 0.67, -0.51, -0.31, 0.24, 0.38, 0.37, 0.28, 0.34, 0.16, -1.45, 0.58, -0.53, -0.32, 0.67, -0.54, -0.35, 0.36, 0.36, 0.38, 0.25, 0.33, 0.31, -1.36, 0.78, 0.06, -0.30, 0.54, -0.58, -0.38, 0.41, 0.37, 0.20, 0.13, -0.14, 0.30, -1.17, 0.57, 0.03, -0.34, 0.57, -0.56, -0.38, 0.42, 0.41, -0.02, 0.25, -0.03, 0.27, -1.48, 0.54, -0.48, -0.27, 0.61, -0.55, -0.33, 0.36, 0.36, 0.37, 0.26, 0.31, 0.32]}

HOMO in eV, matching the order above: -10.421; -9.144
E_tot in eV, matching the order above: -59240.753; -125687.057